No. 1
{"formula": "C56H50F8N2", "method": "the ωB97M-V functional and the def2-TZVPD basis", "species": ["C", "C", "C", "N", "C", "H", "H", "H", "H", "H", "C", "C", "C", "N", "C", "H", "H", "H", "H", "H", "F", "C", "C", "C", "C", "C", "C", "H", "H", "H", "H", "H", "F", "C", "C", "C", "C", "C", "C", "H", "H", "H", "H", "H", "F", "C", "C", "C", "C", "C", "C", "H", "H", "H", "H", "H", "F", "C", "C", "C", "C", "C", "C", "H", "H", "H", "H", "H", "F", "C", "C", "C", "C", "C", "C", "H", "H", "H", "H", "H", "F", "C", "C", "C", "C", "C", "C", "H", "H", "H", "H", "H", "F", "C", "C", "C", "C", "C", "C", "H", "H", "H", "H", "H", "F", "C", "C", "C", "C", "C", "C", "H", "H", "H", "H", "H"], "positions_angstrom": [[18.014742, 9.398317, 17.002431], [16.720941, 9.162364, 17.498574], [16.191356, 8.178491, 16.661521], [17.063149, 8.080122, 15.556508], [18.177015, 8.840643, 15.781199], [18.668415, 10.137473, 17.421678], [16.194811, 9.358136, 18.420041], [15.235287, 7.761066, 16.362873], [16.929216, 7.495758, 14.765574], [18.940582, 9.091926, 14.993152], [10.154647, 9.881037, 18.529547], [10.613782, 11.111487, 17.947461], [11.899655, 10.919182, 17.581899], [12.212787, 9.606242, 17.806638], [11.134236, 8.968974, 18.387515], [9.116092, 9.652292, 18.763001], [10.033785, 11.968386, 17.766036], [12.660692, 11.557741, 17.188734], [13.097394, 9.131550, 17.670559], [11.210054, 7.979796, 18.745415], [10.344755, 6.522861, 14.751410], [10.396637, 7.720162, 14.106040], [10.190383, 7.590114, 12.747193], [10.175827, 8.684922, 11.917174], [10.165675, 9.925516, 12.500705], [10.288049, 10.068601, 13.884100], [10.409015, 8.966438, 14.704815], [10.013042, 6.634730, 12.283204], [10.015661, 8.518091, 10.868694], [10.113683, 10.834222, 11.976901], [10.170595, 11.102271, 14.311689], [10.350137, 9.031559, 15.793741], [16.135461, 13.940269, 17.733132], [17.143358, 14.419078, 16.924532], [17.988583, 13.433265, 16.446214], [18.997215, 13.860582, 15.649633], [19.357516, 15.228568, 15.611683], [18.545672, 16.165083, 16.092352], [17.380288, 15.767476, 16.781286], [17.687401, 12.396420, 16.604212], [19.709562, 13.136377, 15.196434], [20.228967, 15.598073, 15.008187], [18.737188, 17.207173, 16.046536], [16.705796, 16.434812, 17.253954], [17.507139, 14.771874, 6.891155], [16.684658, 15.676257, 7.345090], [16.058979, 16.353375, 6.358736], [15.135577, 17.318248, 6.740911], [14.805966, 17.400710, 8.087292], [15.522327, 16.725936, 9.042868], [16.518434, 15.816239, 8.661269], [16.284881, 16.091075, 5.309079], [14.564371, 17.876216, 6.023585], [13.885420, 17.984069, 8.406139], [15.349711, 16.670111, 10.134689], [17.103425, 15.207966, 9.336780], [10.402396, 14.273379, 10.924990], [9.569666, 13.894974, 11.919230], [8.327097, 13.267851, 11.631839], [7.548397, 12.883367, 12.751782], [7.948787, 13.264045, 14.021552], [9.204147, 13.835222, 14.266627], [10.062253, 14.123999, 13.241806], [7.972056, 13.059191, 10.614277], [6.532452, 12.475338, 12.704093], [7.256706, 12.932245, 14.810466], [9.426553, 14.208026, 15.239155], [11.007213, 14.549002, 13.364698], [18.033841, 11.643363, 13.479697], [18.047521, 11.671690, 12.089881], [16.860011, 11.442814, 11.376925], [16.873022, 11.612770, 9.986948], [18.065129, 12.003674, 9.342194], [19.244905, 12.008041, 10.042252], [19.263701, 11.903672, 11.461356], [16.010748, 11.262837, 11.970898], [15.937213, 11.475071, 9.526030], [17.984522, 12.115922, 8.285347], [20.211644, 12.225571, 9.558909], [20.222436, 11.968196, 12.088870], [16.843168, 6.218059, 12.934870], [15.732790, 6.796367, 12.291359], [14.487931, 6.120422, 12.357244], [13.345004, 6.722854, 11.848856], [13.481896, 7.982465, 11.147967], [14.728210, 8.589107, 11.076779], [15.862353, 8.084903, 11.649585], [14.471987, 5.155564, 12.868838], [12.455219, 6.171834, 11.734725], [12.658809, 8.393317, 10.632614], [14.879765, 9.468751, 10.491999], [16.849066, 8.486323, 11.572285], [12.118724, 10.136168, 8.687998], [12.999066, 11.073291, 8.199019], [13.992478, 10.553649, 7.441246], [14.895092, 11.456358, 6.845297], [14.756757, 12.835024, 7.125902], [13.739994, 13.285757, 7.934489], [12.917962, 12.410088, 8.563305], [13.856749, 9.507361, 7.146376], [15.603264, 11.065761, 6.045073], [15.374197, 13.489262, 6.520505], [13.572125, 14.389342, 8.168916], [12.136956, 12.694279, 9.257787], [13.963198, 9.172740, 14.311240], [14.023988, 10.503116, 14.088747], [14.634468, 11.326913, 14.978431], [14.567780, 12.663972, 14.735067], [14.079598, 13.143754, 13.527340], [13.531459, 12.277437, 12.635551], [13.479769, 10.931007, 12.896096], [15.078553, 10.969180, 15.939738], [14.976084, 13.349548, 15.488730], [14.146831, 14.256618, 13.325016], [13.142719, 12.668414, 11.704943], [12.949160, 10.244744, 12.179878]], "atomic_forces_ev_per_a": [[0.37, 2.29, 0.82], [-1.20, -2.90, -0.18], [0.73, 0.87, -2.82], [0.04, 0.48, 1.48], [0.38, -0.15, -1.37], [0.38, 0.05, 0.14], [0.54, 0.59, 0.18], [-0.19, 0.01, 1.12], [-0.21, -0.40, -0.52], [-0.93, -0.78, 1.11], [-1.61, 0.66, -0.92], [-0.30, -0.94, 0.59], [0.94, -0.59, -0.42], [0.05, -0.87, 0.65], [1.15, 0.58, -0.11], [0.41, 0.15, 0.34], [-0.48, 0.98, 0.07], [0.01, 0.37, -0.30], [-0.18, 0.54, -0.07], [0.02, -0.90, 0.05], [0.33, 0.72, 0.75], [-0.96, -0.63, -1.10], [0.45, -0.36, -0.39], [-0.66, 0.03, 0.24], [0.68, 0.33, 1.15], [-0.48, 1.17, 0.01], [-0.21, -0.70, 1.10], [0.20, -0.43, 0.30], [0.05, 0.22, -0.38], [-0.21, 0.88, -1.05], [0.36, -1.27, -0.34], [0.34, 0.14, -0.27], [0.13, 0.78, -0.56], [0.02, -0.33, 1.27], [-1.42, -0.25, -0.45], [2.90, -0.12, -0.22], [1.83, -1.15, -2.65], [-2.48, 0.62, 1.83], [0.17, -0.91, -0.11], [0.38, 0.19, -0.14], [-0.78, 0.51, 0.28], [-0.71, -0.83, 0.71], [0.36, 0.73, -0.22], [-0.42, 0.72, 0.22], [2.07, -2.13, -0.46], [0.35, -0.21, -1.10], [-1.12, 1.59, -1.45], [-0.25, -0.92, 0.03], [-1.83, 1.56, 0.83], [0.79, -1.64, 1.46], [-0.66, 0.84, 1.36], [-0.13, 0.38, 0.74], [-0.06, 0.14, -0.26], [1.47, -0.50, -0.47], [-0.48, 0.80, -0.81], [-0.13, 0.07, 0.18], [-0.24, -0.14, -0.29], [-0.42, -0.79, 1.00], [0.75, 0.16, 0.75], [0.16, 1.20, -0.31], [-0.14, -1.11, 0.32], [-1.06, 0.21, 0.10], [-2.25, -0.80, -2.41], [0.45, 0.25, 0.43], [0.60, -0.11, -0.58], [0.63, 0.63, -0.01], [0.33, -0.23, 0.77], [1.29, 0.65, 0.23], [-0.16, -0.14, -1.45], [0.33, -0.12, 0.36], [1.96, 0.90, -0.07], [1.21, 0.40, 1.97], [-1.45, -1.36, 0.32], [1.32, 0.90, 1.23], [0.61, -0.21, 0.19], [-1.20, -0.37, 0.31], [-0.81, 0.03, -1.07], [0.42, 0.26, -0.63], [-0.67, -0.18, 0.08], [-1.61, -0.02, -1.19], [-1.38, 0.79, -0.95], [-0.54, 1.14, -0.09], [1.48, 0.43, 0.68], [1.83, 2.15, -1.93], [0.92, -2.43, 1.50], [-0.37, 0.13, -0.42], [0.19, -3.84, 1.72], [-0.11, 0.24, -0.25], [-1.04, -0.42, 0.38], [-0.82, 0.44, -0.39], [-0.30, 0.67, -0.30], [0.30, 0.55, -0.09], [0.03, 0.88, 0.09], [-0.35, -0.54, 1.46], [0.56, -0.01, -1.76], [-0.05, -0.26, -0.53], [0.75, -1.28, -1.72], [0.34, 2.73, 0.83], [-1.59, -1.55, 0.42], [0.61, 0.33, 0.18], [-0.80, 0.74, 1.36], [-0.05, 0.21, 0.43], [0.56, -1.54, -0.55], [-0.01, 0.23, -0.10], [0.13, -0.15, 0.39], [-0.35, -1.56, -1.19], [0.35, -0.64, 2.18], [0.80, 1.67, 0.11], [0.53, 2.42, 0.90], [-0.45, 0.24, -1.24], [-0.98, -0.75, -0.74], [-0.42, 0.03, -1.06], [-0.16, -0.23, -0.45], [-0.23, -1.51, 0.17], [-0.10, -0.08, -0.12], [0.82, 0.70, 1.15]], "smiles": "c1cc[nH]c1.c1cc[nH]c1.Fc1ccccc1.Fc1ccccc1.Fc1ccccc1.Fc1ccccc1.Fc1ccccc1.Fc1ccccc1.Fc1ccccc1.Fc1ccccc1", "orbital_gap_ev": 8.68}

=====

No. 2
{"formula": "C4H7NO", "method": "the ωB97M-V functional and the def2-TZVPD basis", "species": ["C", "C", "N", "H", "H", "H", "C", "C", "O", "H", "H", "H", "H"], "positions_angstrom": [[0.620615, 1.595770, -1.813810], [0.973117, 0.374510, -1.489674], [1.360423, -0.758575, -1.221802], [0.905111, 2.425279, -1.177991], [0.039254, 1.780100, -2.709171], [0.694789, -1.256224, -0.623941], [-1.428259, -0.795061, 0.621920], [-0.474075, -0.754313, 1.548235], [0.190076, 0.393838, 1.847539], [-1.702945, 0.098471, 0.068706], [-1.946855, -1.723426, 0.413189], [-0.177940, -1.640269, 2.110641], [0.903271, 0.202762, 2.466239]], "atomic_forces_ev_per_a": [[0.07, -0.16, 0.04], [0.09, -0.26, 0.03], [-0.22, 0.61, -0.15], [-0.03, -0.12, -0.06], [0.09, -0.06, 0.10], [0.06, 0.01, -0.06], [0.11, 0.04, 0.14], [-0.31, -0.26, -0.18], [0.15, -0.01, 0.10], [0.04, -0.12, 0.08], [0.09, 0.12, 0.09], [-0.05, 0.14, -0.07], [-0.10, 0.06, -0.07]], "smiles": "C=C=N.C=CO", "orbital_gap_ev": 9.58}

=====

No. 3
{"formula": "C5H7NO", "method": "the ωB97M-V functional and the def2-TZVPD basis", "species": ["C", "C", "C", "C", "H", "H", "H", "H", "H", "H", "N", "C", "O", "H"], "positions_angstrom": [[1.049181, 0.553636, -0.233500], [-0.050552, -0.582994, 0.243060], [-1.496508, -0.398474, -0.350799], [-1.289779, -0.078867, 0.895126], [2.070001, 0.174866, -0.379319], [1.095470, 1.394080, 0.393988], [0.713031, 1.035016, -1.129539], [0.419401, -1.466197, 0.445603], [-2.054298, -0.813377, -1.236504], [-1.624939, 0.548644, 1.689212], [-0.292138, 0.066876, 4.853070], [-0.650163, -0.762899, 3.993527], [-0.622286, -1.431384, 3.047838], [0.156844, 0.802939, 4.451126]], "atomic_forces_ev_per_a": [[-1.18, -2.27, -0.10], [-0.27, 5.06, -1.96], [1.02, -2.15, -0.14], [0.08, 0.53, -1.42], [-0.38, -0.11, 0.03], [0.09, 0.87, 1.64], [-0.22, -0.20, -1.02], [0.56, -2.52, 0.76], [0.53, 1.17, 1.31], [-0.33, -0.11, 0.51], [-3.26, -4.25, 0.78], [3.25, 2.43, 0.12], [-1.44, -1.25, 0.68], [1.54, 2.81, -1.20]], "smiles": "CC1C=C1.N=C=O", "orbital_gap_ev": 9.73}

=====

No. 4
{"formula": "C5H6O", "method": "the ωB97M-V functional and the def2-TZVPD basis", "species": ["C", "C", "C", "C", "C", "O", "H", "H", "H", "H", "H", "H"], "positions_angstrom": [[2.255034, 0.576568, -0.200263], [1.237340, 0.029003, 0.151335], [0.295112, -1.141428, 0.386661], [-0.587450, 0.033820, 0.525805], [-1.482664, 0.619430, -0.546952], [-2.549349, 0.219293, 0.154546], [3.199912, 0.940458, -0.531624], [0.516090, -1.797102, 1.251618], [0.295948, -1.707046, -0.548553], [-0.566223, 0.441222, 1.531160], [-1.300236, 0.084859, -1.501216], [-1.313515, 1.700924, -0.672512]], "atomic_forces_ev_per_a": [[-0.36, -0.18, 0.11], [1.92, -1.56, -0.10], [0.04, 0.76, -0.30], [-2.46, -0.16, -0.08], [1.45, 0.09, 0.03], [0.71, -0.81, 0.88], [-0.15, 0.37, 0.07], [-0.11, 0.75, -0.37], [-0.42, 0.16, 0.18], [-0.38, 0.35, -0.30], [-0.04, 0.24, 0.02], [-0.20, -0.02, -0.14]], "orbital_gap_ev": [8.22, 8.23]}

=====

Which F_max belongs to each record? In order, 4.2, 0.7, 5.4, 2.5 eV/Å.